Record 1
One molecule with the formula C3H5O3P in a non-equilibrium geometry. Source: OMol25; level of theory: ωB97M-V with the def2-TZVPD basis set.

Positions of all 12 atoms, in Å:
P1 -0.24148 0.73609 -0.17218
O1 0.32019 -0.19605 2.20674
O2 -2.42062 -1.56442 -0.29419
O3 -0.69925 1.99619 -0.85607
C1 1.42427 0.10264 -0.65653
C2 -0.34522 0.65630 1.70258
C3 -1.38461 -1.17746 -0.63838
H1 2.08392 0.02989 0.11582
H2 -0.58518 -1.72371 -1.10841
H3 -0.94744 1.40351 2.12791
H4 1.77690 0.62678 -1.45889
H5 1.01852 -0.88977 -0.96839

Output
Net charge = 0
Kohn-Sham gap = 8.45 eV
Relative energy (zero: lowest compared OMol25 entry of this formula, charge and spin) = 73.5 kcal/mol
HOMO = -8.9 eV
E_tot = -18620.99151 eV
SMILES string = CP(=O)(C=O)C=O

***

Record 2
A 2-piece molecular cluster, C3H11N2 overall in a non-equilibrium geometry. Source: OMol25; level of theory: ωB97M-V with the def2-TZVPD basis set.

Positions of all 16 atoms, in Å:
N1 -0.52478 -1.39292 -0.55405
N2 1.94485 1.68904 0.72803
C1 -1.89750 -1.42646 -1.21142
C2 -0.30407 -0.96156 0.69599
C3 0.59186 1.35924 0.23075
H1 -1.77952 -0.94668 -2.19631
H2 -1.15900 -0.44011 1.24609
H3 0.46818 -1.29667 1.33278
H4 -2.57685 -0.93891 -0.52216
H5 1.81985 2.62849 1.19315
H6 0.11669 -2.00971 -1.08480
H7 0.44138 1.20072 -0.90372
H8 2.38196 1.10919 1.48663
H9 2.76458 1.90327 0.08798
H10 -0.19435 1.94266 0.76214
H11 -2.09328 -2.41959 -1.29107

Output
Net charge = +1
Kohn-Sham gap = 8.09 eV
Relative energy (zero: lowest compared OMol25 entry of this formula, charge and spin) = 94.7 kcal/mol
HOMO = -11.3 eV
E_tot = -6259.47328 eV

***

Record 3
One molecule with the formula C4H11NO in a non-equilibrium geometry. Source: OMol25; level of theory: ωB97M-V with the def2-TZVPD basis set.

Positions of all 17 atoms, in Å:
O1 0.09363 -0.70171 -2.99770
N1 0.79789 -0.81802 1.31939
C1 -0.33612 -0.03032 0.73079
C2 -0.18393 0.18376 -0.81372
C3 0.17572 -1.06689 -1.61142
C4 -0.55692 1.27220 1.56857
H1 0.40910 -1.03308 2.27973
H2 -0.54141 -2.05144 -1.44113
H3 0.46031 1.80631 1.72459
H4 0.58781 0.99266 -1.16044
H5 -1.21296 -0.74107 0.91949
H6 1.51429 -0.01903 1.48304
H7 -1.16067 0.59105 -1.09780
H8 -1.27075 2.10236 1.02868
H9 0.89365 -0.07539 -3.19923
H10 -0.83618 1.01708 2.64113
H11 1.16652 -1.42846 -1.37397

Output
Net charge = 0
Kohn-Sham gap = 10.61 eV
Relative energy (zero: lowest compared OMol25 entry of this formula, charge and spin) = 48.2 kcal/mol
HOMO = -9.7 eV
E_tot = -7862.46342 eV
SMILES string = C[C@H](N)CCO

***

Record 4
One molecule with the formula C21H27N3O3S. Source: OMol25; level of theory: ωB97M-V with the def2-TZVPD basis set.

Positions of all 55 atoms, in Å:
S1 1.77967 0.66390 6.24178
O1 1.07260 0.26061 -2.44514
O2 2.49863 -1.51327 -3.66587
O3 -3.55023 1.89111 -0.08076
N1 2.44437 -0.00719 3.83762
N2 1.30242 2.05138 4.08795
N3 2.36660 -0.09038 2.50408
C1 -1.72773 3.18307 0.57507
C2 -1.83373 0.92439 1.37678
C3 -0.54707 3.37293 1.25963
C4 -4.47770 -1.57437 -1.30146
C5 -3.63562 -0.30978 -1.15919
C6 -0.64479 1.12640 2.05599
C7 -2.38939 1.95398 0.62314
C8 3.25089 -2.44819 -4.39851
C9 2.65754 -1.46539 -2.31882
C10 1.98154 -0.36054 -0.27896
C11 2.93263 -1.05715 1.89288
C12 3.49809 -2.28450 -1.58196
C13 1.82964 0.93312 4.60546
C14 1.88015 -0.48798 -1.64730
C15 2.83643 -1.19189 0.46006
C16 -3.85972 -2.54832 -2.29682
C17 3.58405 -2.15474 -0.20580
C18 1.32706 2.54232 2.72746
C19 0.27658 1.25139 -1.84307
C20 -4.26114 0.67301 -0.16772
C21 0.01555 2.34467 2.00676
H1 -3.54482 0.18630 -2.12758
H2 -4.47000 -3.44389 -2.38314
H3 -0.28687 1.70877 -2.65416
H4 0.80818 2.61573 4.76423
H5 -3.78128 -2.08955 -3.27955
H6 -0.41910 0.82677 -1.11334
H7 -2.16921 3.97711 -0.00549
H8 1.57075 3.60916 2.75648
H9 -4.57016 -2.05962 -0.32687
H10 4.32629 -2.27818 -4.28466
H11 -2.31347 -0.03882 1.44879
H12 -5.25575 0.96392 -0.51810
H13 -2.62906 -0.57706 -0.83047
H14 -0.05298 4.33250 1.20987
H15 3.50915 -1.81662 2.43351
H16 4.09543 -3.03552 -2.07328
H17 -2.86230 -2.84093 -1.97639
H18 2.11781 2.01289 2.19100
H19 -4.36959 0.21212 0.82191
H20 2.88270 -0.76188 4.37150
H21 3.01282 -3.47589 -4.10593
H22 -0.22448 0.31534 2.63046
H23 2.97165 -2.29744 -5.43987
H24 -5.48283 -1.30363 -1.63183
H25 1.39966 0.36842 0.25944
H26 4.24561 -2.80384 0.34811
H27 0.88450 2.01523 -1.34791

Output
Net charge = 0
Kohn-Sham gap = 8.04 eV
Relative energy (zero: lowest compared OMol25 entry of this formula, charge and spin) = 85.5 kcal/mol
HOMO = -7.7 eV
E_tot = -43661.90026 eV
SMILES string = CCCCOc1ccc(CNC(=S)N/N=C/c2ccc(OC)c(OC)c2)cc1

***

Record 5
One molecule with the formula C2H3F2N in a non-equilibrium geometry. Source: OMol25; level of theory: ωB97M-V with the def2-TZVPD basis set.

Positions of all 8 atoms, in Å:
F1 -1.66568 -1.21831 0.02416
F2 1.92844 -0.68376 0.19429
N1 0.64177 -0.56776 -0.40831
C1 -0.35882 -0.37638 0.44870
C2 -0.03572 0.73398 -0.53748
H1 0.44592 1.58803 0.00528
H2 -0.60596 0.97887 -1.36496
H3 -0.34994 -0.45466 1.63832

Output
Net charge = 0
Kohn-Sham gap (alpha / beta) = 7.36 / 8.88 eV
2S+1 = 3
Relative energy (zero: lowest compared OMol25 entry of this formula, charge and spin) = 86.5 kcal/mol
⟨S²⟩ = 2.01
HOMO (alpha / beta) = -6.4 / -12.3 eV
E_tot = -9038.61666 eV

***

Record 6
C5H3N as an isolated structure in a non-equilibrium geometry. Source: OMol25; level of theory: ωB97M-V with the def2-TZVPD basis set.

Positions of all 9 atoms, in Å:
N1 0.37184 -2.08470 -0.21747
C1 0.68155 -1.03483 0.37287
C2 -0.79239 -0.00027 -0.81002
C3 -0.70837 -1.50003 -0.92631
C4 0.81130 0.25877 0.78192
C5 -0.09452 1.10266 0.13843
H1 1.52149 0.59326 1.64843
H2 -0.29654 2.15248 0.40318
H3 -1.49437 0.51265 -1.39103

Output
Net charge = 0
Kohn-Sham gap = 8.63 eV
Relative energy (zero: lowest compared OMol25 entry of this formula, charge and spin) = 95.2 kcal/mol
HOMO = -8.8 eV
E_tot = -6716.59635 eV